1.
The following is a quantum chemistry calculation of a cluster of 6 separate species, C37H83Cl2F3N4O8P in total, from the OMol25 dataset.

Summary:
**HOMO-LUMO gap**: 7.847 eV
**Strongest force on any atom**: 4.24 eV/A
**LUMO energy**: -3.4 eV
**Calculated total energy**: -3841.3774 Eh

```
! wB97M-V def2-TZVPD RIJCOSX def2/J DEFGRID3
* xyz 1 1
C -3.177 -5.093 -2.738
C -3.372 -3.815 -1.758
C -2.092 -3.776 -0.807
C -1.581 -2.274 -0.508
O -1.381 -1.653 -1.819
N -1.383 -0.294 -1.650
C -0.270 0.369 -2.216
N 0.931 -0.200 -2.044
C 2.191 0.336 -2.572
Cl 3.223 1.164 -1.270
C 3.145 -0.814 -3.179
C 3.467 -1.966 -2.132
Cl 2.473 -1.575 -4.695
N -0.389 1.597 -2.938
C -0.058 2.679 -2.022
O -1.109 3.261 -1.246
C -0.545 4.176 -0.255
C -0.201 3.408 1.100
O 0.757 4.068 1.931
C 2.042 3.409 1.835
C 2.116 2.005 2.597
C -1.549 1.733 -3.869
C -1.448 3.220 -4.408
C -2.112 3.712 -5.750
C -1.106 3.581 -7.022
C -3.605 3.316 -6.080
C -1.273 0.583 -4.960
F -1.866 0.764 -6.191
F 0.106 0.432 -5.229
F -1.765 -0.682 -4.554
C -2.869 1.405 -3.010
C -4.165 1.024 -3.851
C -2.704 0.355 -1.845
P -3.177 1.100 -0.134
N -4.329 2.197 -0.230
H -2.081 -5.329 -2.914
H -3.650 -4.937 -3.752
H -3.621 -5.974 -2.168
H -3.471 -2.921 -2.449
H -4.335 -3.876 -1.162
H -1.204 -4.322 -1.242
H -2.367 -4.219 0.212
H -2.404 -1.783 0.094
H -0.643 -2.258 0.135
H 1.006 -1.070 -1.491
H 2.063 1.101 -3.398
H 4.128 -0.304 -3.460
H 4.414 -2.485 -2.504
H 3.695 -1.611 -1.087
H 2.650 -2.764 -2.174
H 0.511 3.541 -2.523
H 0.705 2.266 -1.265
H -1.381 4.909 -0.020
H 0.392 4.698 -0.621
H 0.100 2.340 0.805
H -1.187 3.284 1.670
H 2.814 4.097 2.288
H 2.224 3.220 0.719
H 1.403 1.916 3.472
H 1.958 1.143 1.868
H 3.186 1.888 2.986
H -1.885 3.896 -3.593
H -0.333 3.433 -4.570
H -2.163 4.856 -5.636
H -1.012 4.554 -7.590
H -1.556 2.823 -7.741
H -0.086 3.180 -6.695
H -3.761 2.336 -6.615
H -4.216 3.433 -5.129
H -4.010 4.123 -6.787
H -3.127 2.403 -2.508
H -3.988 0.863 -4.962
H -4.907 1.894 -3.801
H -4.743 0.123 -3.489
H -3.445 -0.513 -1.944
H -1.961 1.534 0.474
H -3.672 0.005 0.673
H -5.168 1.920 0.295
C 4.517 -3.988 2.767
C 3.690 -3.870 1.497
C 4.031 -4.972 0.508
O 3.927 -2.598 0.891
H 5.586 -3.898 2.546
H 4.269 -3.183 3.464
H 4.344 -4.946 3.264
H 2.626 -3.917 1.746
H 5.083 -4.916 0.208
H 3.437 -4.868 -0.402
H 3.842 -5.959 0.935
H 4.865 -2.546 0.666
C 1.379 -8.829 -0.820
C 0.993 -7.387 -1.102
C 0.096 -7.281 -2.326
O 2.173 -6.611 -1.309
H 1.936 -9.256 -1.660
H 2.030 -8.887 0.054
H 0.495 -9.446 -0.639
H 0.478 -6.968 -0.232
H 0.609 -7.654 -3.218
H -0.164 -6.237 -2.523
H -0.826 -7.852 -2.190
H 2.636 -6.972 -2.076
C 3.803 -8.683 4.055
C 2.566 -8.043 3.444
C 1.518 -7.741 4.504
O 2.012 -8.919 2.464
H 3.552 -9.634 4.535
H 4.542 -8.905 3.281
H 4.261 -8.027 4.798
H 2.846 -7.119 2.930
H 1.190 -8.659 5.000
H 0.632 -7.291 4.050
H 1.909 -7.056 5.261
H 1.760 -9.740 2.906
C -0.682 6.312 3.255
C -1.943 6.900 2.640
C -3.009 7.147 3.693
O -2.452 6.005 1.648
H -0.892 5.346 3.727
H 0.071 6.130 2.487
H -0.261 6.984 4.007
H -1.701 7.840 2.136
H -3.301 6.210 4.181
H -3.913 7.559 3.237
H -2.655 7.842 4.458
H -2.670 5.172 2.085
C -0.286 8.741 8.387
C -0.081 8.300 6.946
C 1.345 8.557 6.486
O -0.988 9.006 6.100
H -0.105 9.814 8.496
H -1.318 8.560 8.700
H 0.383 8.204 9.063
H -0.312 7.236 6.851
H 1.583 9.625 6.530
H 1.476 8.247 5.446
H 2.064 8.015 7.106
H -0.794 9.948 6.175
*
```

Atomic partial charges in e from the Mulliken method, atoms 1 to 8: C -0.919; C 0.030; C -0.149; C -0.269; O -0.207; N 1.309; C -2.715; N 0.755

***

2.
The following is a quantum chemistry calculation of a cluster of 6 separate species, C37H83NO3 in total, from the OMol25 dataset.

Summary:
**HOMO-LUMO gap**: 9.903 eV
**Strongest force on any atom**: 5.10 eV/A
**LUMO energy**: 0.5 eV
**Calculated total energy**: -1740.0580 Eh

```
! wB97M-V def2-TZVPD RIJCOSX def2/J DEFGRID3
* xyz 0 1
C -2.158 8.520 4.188
C -2.672 7.091 4.291
C -2.743 6.319 2.979
C -1.474 6.400 2.140
N -1.546 5.437 1.042
C -0.667 4.263 1.110
C -4.001 6.600 2.139
O -4.490 5.309 1.800
C -3.724 4.350 2.389
O -3.859 3.110 2.220
O -2.907 4.929 3.313
H -1.094 8.553 3.953
H -2.297 9.029 5.143
H -2.693 9.092 3.429
H -3.664 7.083 4.745
H -2.026 6.499 4.946
H -1.387 7.414 1.743
H -0.614 6.228 2.799
H -1.325 5.926 0.192
H -0.303 4.042 0.106
H -1.213 3.381 1.451
H 0.191 4.409 1.768
H -4.773 7.142 2.682
H -3.778 7.135 1.216
C 2.566 5.414 7.735
C 1.128 4.909 7.799
C 1.008 3.389 7.698
C 1.536 2.792 6.394
C 0.885 3.352 5.131
C -0.618 3.100 5.058
H 3.041 5.160 6.786
H 2.607 6.499 7.842
H 3.166 4.978 8.536
H 0.539 5.383 7.009
H 0.678 5.230 8.742
H -0.040 3.107 7.831
H 1.549 2.935 8.534
H 1.382 1.711 6.422
H 2.619 2.940 6.335
H 1.366 2.901 4.258
H 1.081 4.427 5.063
H -0.836 2.031 5.085
H -1.037 3.503 4.138
H -1.147 3.572 5.887
C -0.404 2.183 -2.388
C -0.068 0.708 -2.597
C 0.589 0.033 -1.393
C 1.940 0.623 -0.990
C 3.000 0.618 -2.090
C 3.373 -0.786 -2.560
H 0.492 2.775 -2.193
H -0.884 2.600 -3.273
H -1.087 2.314 -1.546
H 0.578 0.606 -3.472
H -0.988 0.168 -2.836
H 0.708 -1.033 -1.607
H -0.088 0.092 -0.535
H 2.322 0.057 -0.133
H 1.800 1.647 -0.633
H 3.898 1.110 -1.707
H 2.664 1.219 -2.939
H 3.745 -1.383 -1.725
H 4.154 -0.749 -3.320
H 2.520 -1.311 -2.995
C 1.291 -1.843 2.907
C 2.697 -1.774 3.495
C 3.803 -1.960 2.458
C 3.795 -3.310 1.741
C 3.893 -4.525 2.663
C 5.179 -4.566 3.483
H 1.086 -2.816 2.459
H 0.537 -1.670 3.676
H 1.163 -1.080 2.135
H 2.800 -2.516 4.292
H 2.836 -0.802 3.969
H 4.771 -1.805 2.942
H 3.716 -1.170 1.704
H 4.632 -3.333 1.035
H 2.889 -3.397 1.134
H 3.830 -5.428 2.052
H 3.031 -4.554 3.334
H 6.055 -4.568 2.831
H 5.221 -5.463 4.101
H 5.261 -3.707 4.150
C 2.297 -1.790 -6.096
C 0.828 -1.760 -5.687
C 0.212 -3.146 -5.512
C 0.194 -4.011 -6.772
C -0.532 -3.389 -7.964
C -2.010 -3.114 -7.704
H 2.440 -2.268 -7.066
H 2.703 -0.780 -6.166
H 2.889 -2.337 -5.359
H 0.254 -1.180 -6.415
H 0.734 -1.226 -4.738
H -0.808 -3.034 -5.132
H 0.763 -3.680 -4.732
H -0.279 -4.968 -6.528
H 1.220 -4.251 -7.066
H -0.440 -4.066 -8.817
H -0.034 -2.461 -8.260
H -2.535 -4.033 -7.438
H -2.492 -2.699 -8.590
H -2.152 -2.401 -6.891
C -1.179 -5.366 -2.917
C -2.189 -6.505 -2.824
C -2.692 -6.964 -4.191
C -3.403 -5.881 -5.004
C -4.608 -5.244 -4.314
C -5.726 -6.235 -4.000
H -1.619 -4.479 -3.373
H -0.811 -5.079 -1.931
H -0.320 -5.662 -3.523
H -3.029 -6.199 -2.195
H -1.729 -7.358 -2.319
H -3.355 -7.823 -4.060
H -1.841 -7.328 -4.776
H -3.728 -6.316 -5.954
H -2.689 -5.094 -5.264
H -5.000 -4.457 -4.962
H -4.292 -4.748 -3.393
H -6.079 -6.722 -4.911
H -6.576 -5.733 -3.539
H -5.394 -7.014 -3.312
*
```

Atomic partial charges in e from the Mulliken method, atoms 1 to 8: C -1.307; C -0.842; C 1.315; C -0.960; N -0.222; C -0.727; C -0.551; O -0.335